65
Properties=species:S:1:pos:R:3:forces:R:3 method="wB97M-V/def2-TZVPD" homo_ev=-7.69 lumo_ev=0.22 relative_energy_kj_mol=49.6 homo_lumo_gap_ha=0.2906 e_tot_ha=-2579.51652
C -3.9197 4.9116 2.3956 -0.3734 0.1466 0.3084
C -2.7516 4.1517 1.8936 0.4995 -0.9357 -1.4475
C -2.5868 3.7060 0.5901 0.2213 0.1598 0.8461
C -1.2854 3.1766 0.3375 0.4220 -0.0211 0.8804
C -0.4381 3.1962 1.4410 -1.9474 0.2753 -0.6799
B -1.5721 -1.6822 2.2395 1.3658 2.0240 -1.0391
C 1.0105 3.1540 1.4005 1.3681 -0.4719 0.1958
C 1.7288 2.8185 0.2233 -0.0617 0.3005 0.4166
C 3.1032 3.0424 0.1330 -0.0759 -0.0552 0.5734
C 3.7977 3.5203 1.2538 -1.2044 -0.0848 0.1154
Cl 5.4938 3.7601 1.1644 0.4394 0.1186 -0.0645
C 3.1257 3.7448 2.4631 0.3391 -0.1789 -0.3601
C 1.7566 3.5246 2.5351 -0.0495 -0.0171 -0.2994
O -2.3109 -0.9264 3.1367 -0.2159 -0.3285 -0.7828
C -3.6495 -0.8543 2.5913 -0.3514 -0.3009 0.0124
C -4.5821 -1.6285 3.5190 -0.0841 -0.3665 0.0677
C -4.0893 0.5924 2.6284 0.0156 0.3878 -0.2351
C -3.5216 -1.5047 1.1317 -0.1663 -0.1967 0.0498
C -4.5749 -2.5490 0.8048 -0.4035 -0.1352 0.1290
C -3.4557 -0.5152 -0.0338 -0.0386 0.2466 -0.0504
O -2.2511 -2.1929 1.1681 -0.4411 0.0680 0.3095
S -1.3590 3.7639 2.8435 0.4482 0.2478 -0.8046
H -4.5848 5.1269 1.5523 0.0593 -0.1016 0.1909
H -4.4893 4.3659 3.1600 0.1160 0.1832 -0.1058
H -3.5978 5.8761 2.8062 -0.1355 -0.1927 0.0635
H -3.3607 3.8027 -0.1711 0.2195 0.0578 0.2172
H -0.9398 2.8455 -0.6366 -0.1173 0.1929 0.0879
H 1.2074 2.3480 -0.6116 0.1247 0.3706 0.1180
H 3.6663 2.8165 -0.7717 -0.2442 0.0049 0.1753
H 3.6984 4.0542 3.3397 -0.2334 -0.1316 -0.2748
H 1.2475 3.6080 3.4979 0.1664 0.2681 -0.3052
H -5.6304 -1.4945 3.2177 0.2501 -0.0660 0.0533
H -4.3619 -2.7027 3.5340 0.0064 0.2394 0.0432
H -4.4713 -1.2429 4.5391 0.0256 -0.0500 -0.2166
H -5.0595 0.7180 2.1302 0.1941 0.0013 0.0736
H -4.1994 0.9066 3.6719 0.0206 -0.0551 -0.1483
H -3.3534 1.2515 2.1627 -0.0808 -0.0373 -0.0711
H -5.5681 -2.0819 0.7811 0.1215 -0.1612 -0.0236
H -4.3724 -2.9797 -0.1851 -0.0143 0.1504 0.2603
H -4.5894 -3.3663 1.5385 0.0318 0.2668 -0.2567
H -4.4287 -0.0257 -0.1898 0.2831 -0.0803 0.0877
H -2.6872 0.2564 0.0936 -0.1383 -0.1190 0.1505
H -3.2100 -1.0689 -0.9502 -0.0724 0.0669 0.2668
Cl 4.9046 1.1961 3.8166 0.1545 -0.0021 0.1413
C 3.3648 0.6314 3.2641 -0.6537 -0.3872 -0.2509
C 2.2596 0.6598 4.1257 0.0637 0.1566 -0.6407
C 1.0375 0.1344 3.6850 0.7504 0.1319 0.2533
C 0.9497 -0.4643 2.4262 0.2265 -0.0253 0.2483
C 0.0451 -1.6271 2.1990 -1.8245 -0.7030 -0.0308
C 0.6040 -2.6402 1.1709 0.1773 -0.3769 0.3869
C 0.1274 -4.0298 1.6625 0.0782 0.2076 -0.9173
C -0.0196 -3.8249 3.1298 -0.6899 1.6154 0.7688
C -0.2003 -2.4954 3.4313 2.3864 -2.4322 0.3883
C 1.9843 -0.2393 1.5003 0.4010 -0.2412 0.4108
C 3.2365 0.1906 1.9406 -0.4647 0.6827 0.1929
H 2.3817 1.0811 5.1213 -0.1149 -0.1013 -0.1792
H 0.1818 0.1225 4.3580 0.2130 -0.1626 -0.0639
H 0.3439 -2.4006 0.1396 -0.1731 -0.1389 0.0331
H 1.7013 -2.6614 1.2373 -0.1969 0.2577 0.0424
H -0.8288 -4.2657 1.1753 0.0061 -0.1451 0.2965
H 0.8230 -4.8298 1.3943 -0.0190 0.0926 0.0830
H -0.0029 -4.6456 3.8417 -0.3219 0.2028 -0.0238
H -0.3002 -2.0682 4.4291 -0.1605 -0.2444 -0.3306
H 1.8491 -0.5072 0.4505 0.1402 -0.1984 0.3941
H 4.0858 0.2202 1.2548 -0.2671 0.1216 0.2703